{"formula": "C29H46P2SY", "method": "the ωB97M-V functional and the def2-TZVPD basis", "species": ["Y", "C", "C", "C", "C", "C", "C", "H", "H", "H", "C", "H", "H", "H", "C", "H", "H", "H", "C", "H", "H", "H", "C", "H", "H", "H", "C", "C", "C", "C", "C", "C", "C", "C", "H", "H", "H", "H", "H", "H", "H", "H", "H", "H", "H", "H", "P", "C", "C", "P", "C", "C", "C", "H", "H", "H", "H", "H", "H", "H", "H", "H", "H", "H", "H", "H", "H", "S", "C", "C", "C", "C", "C", "C", "H", "H", "H", "H", "H"], "coordinates": [[-0.399, -0.200, 0.711], [1.033, -1.572, 2.663], [1.409, -0.195, 2.762], [-0.701, -0.428, 3.678], [-0.270, -1.712, 3.224], [0.314, 0.520, 3.337], [1.927, -2.694, 2.286], [2.635, -2.408, 1.499], [1.351, -3.547, 1.913], [2.519, -3.045, 3.148], [-0.994, -2.978, 3.473], [-0.403, -3.843, 3.147], [-1.947, -3.011, 2.935], [-1.222, -3.106, 4.538], [-1.891, -0.157, 4.495], [-2.070, -0.964, 5.221], [-2.794, -0.060, 3.880], [-1.782, 0.781, 5.053], [0.318, 1.937, 3.761], [0.704, 2.053, 4.787], [-0.693, 2.357, 3.744], [0.944, 2.558, 3.106], [2.772, 0.363, 2.589], [3.262, 0.528, 3.563], [2.753, 1.332, 2.075], [3.418, -0.310, 2.019], [0.832, 0.287, -3.944], [2.093, -0.086, -3.596], [3.323, 0.743, -3.900], [3.142, 2.255, -3.703], [2.177, 2.612, -2.607], [0.887, 2.980, -2.810], [0.117, 2.720, -4.078], [0.542, 1.455, -4.848], [3.662, 0.565, -4.931], [2.886, 2.740, -4.656], [4.157, 0.404, -3.273], [1.382, 1.677, -5.521], [-0.016, -0.377, -3.775], [2.365, -1.134, -3.463], [-0.283, 1.174, -5.517], [-0.957, 2.647, -3.851], [0.456, 3.806, -2.240], [0.209, 3.578, -4.764], [4.119, 2.674, -3.438], [2.662, 2.816, -1.656], [1.153, -1.193, -1.120], [0.606, -2.467, -2.289], [2.930, -0.858, -0.935], [-0.164, 2.241, -0.116], [0.339, 0.532, -1.363], [1.252, 3.288, 0.271], [-1.560, 3.072, -0.903], [-0.474, -2.648, -2.146], [1.153, -3.391, -2.036], [0.788, -2.198, -3.335], [3.226, -0.043, -1.607], [3.473, -1.783, -1.191], [3.172, -0.572, 0.101], [-1.437, 3.087, -1.994], [-1.612, 4.096, -0.502], [-2.486, 2.530, -0.645], [-0.531, 0.491, -2.036], [1.191, 1.042, -1.796], [1.084, 3.704, 1.280], [1.330, 4.103, -0.462], [2.189, 2.702, 0.286], [-3.169, -0.135, 1.023], [-4.132, -1.545, 1.191], [-4.378, -2.154, 2.446], [-5.205, -3.276, 2.543], [-5.827, -3.793, 1.401], [-5.609, -3.191, 0.155], [-4.774, -2.081, 0.048], [-3.931, -1.718, 3.340], [-5.365, -3.740, 3.517], [-6.482, -4.665, 1.481], [-6.097, -3.584, -0.737], [-4.600, -1.588, -0.906]], "homo_lumo_gap_ha": 0.213, "energy_ev": -61265.714, "total_charge": 1}



{"formula": "C29H47FN6O3PtSSi2Te", "method": "the ωB97M-V functional and the def2-TZVPD basis", "species": ["Pt", "F", "C", "C", "C", "C", "O", "C", "C", "N", "C", "C", "C", "C", "C", "C", "N", "C", "C", "N", "C", "C", "C", "O", "O", "H", "H", "H", "H", "H", "H", "H", "H", "H", "H", "H", "H", "H", "H", "H", "H", "H", "H", "C", "C", "C", "N", "N", "C", "N", "S", "H", "H", "H", "H", "H", "H", "H", "C", "Si", "C", "C", "C", "Te", "C", "Si", "C", "C", "C", "H", "H", "H", "H", "H", "H", "H", "H", "H", "H", "H", "H", "H", "H", "H", "H", "H", "H", "H", "H", "H", "H"], "coordinates": [[-2.020, 1.134, -0.667], [4.769, 0.276, -2.683], [4.268, 0.087, -1.476], [2.939, 0.272, -1.263], [2.403, 0.121, 0.019], [0.941, 0.254, 0.226], [0.210, 0.533, -0.753], [0.492, -0.004, 1.542], [1.378, -0.303, 2.533], [2.722, -0.353, 2.378], [3.560, -0.670, 3.535], [3.308, 0.065, 4.814], [4.539, 0.365, 4.022], [3.266, -0.194, 1.120], [4.613, -0.392, 0.903], [5.176, -0.277, -0.399], [6.479, -0.525, -0.627], [7.066, -0.717, -1.985], [8.421, -1.398, -1.909], [9.394, -0.552, -1.130], [8.773, 0.004, 0.140], [7.455, -0.686, 0.470], [-0.999, -0.090, 1.739], [-1.458, -1.194, 2.024], [-1.684, 0.967, 1.495], [2.292, 0.534, -2.091], [1.031, -0.529, 3.534], [3.825, -1.718, 3.588], [3.397, -0.500, 5.731], [2.536, 0.823, 4.825], [5.491, 0.017, 4.399], [4.567, 1.317, 3.506], [5.217, -0.703, 1.739], [7.132, 0.244, -2.497], [6.415, -1.356, -2.576], [8.818, -1.540, -2.912], [8.371, -2.371, -1.426], [9.721, 0.223, -1.713], [10.232, -1.101, -0.915], [8.634, 1.072, -0.009], [9.473, -0.141, 0.959], [7.085, -0.226, 1.379], [7.599, -1.750, 0.672], [-1.710, 5.058, 1.092], [-0.628, 4.552, 0.128], [-1.214, 4.171, -1.193], [-1.681, 3.001, -1.478], [-2.294, 2.846, -2.700], [-2.270, 3.974, -3.362], [-2.792, 4.142, -4.579], [-1.484, 5.265, -2.491], [-1.256, 5.359, 2.035], [-2.442, 4.276, 1.298], [-2.231, 5.922, 0.682], [-0.138, 3.666, 0.537], [0.133, 5.317, -0.022], [-3.201, 3.358, -5.059], [-2.761, 5.027, -5.056], [-5.657, -4.228, 0.567], [-4.483, -4.263, -0.864], [-2.789, -4.810, -0.330], [-5.142, -5.180, -2.313], [-4.249, -2.444, -1.509], [-3.322, -1.170, -0.108], [-4.960, -0.560, 1.020], [-5.986, 0.889, 0.240], [-4.931, 2.409, 0.457], [-7.538, 0.934, 1.223], [-6.263, 0.580, -1.567], [-5.929, -5.257, 0.812], [-6.585, -3.700, 0.331], [-5.223, -3.795, 1.473], [-2.827, -5.835, 0.044], [-2.394, -4.195, 0.488], [-2.077, -4.786, -1.159], [-5.228, -6.242, -2.071], [-4.491, -5.085, -3.184], [-6.138, -4.821, -2.581], [-5.195, -1.947, -1.737], [-3.600, -2.446, -2.387], [-4.566, -0.229, 1.984], [-5.574, -1.452, 1.165], [-4.866, 2.710, 1.505], [-5.331, 3.247, -0.119], [-3.892, 2.255, 0.124], [-7.338, 1.117, 2.280], [-8.098, 0.000, 1.135], [-8.182, 1.740, 0.859], [-5.336, 0.585, -2.150], [-6.893, 1.384, -1.958], [-6.795, -0.354, -1.762]], "homo_lumo_gap_ha": [0.271, 0.150], "s2": 6.049, "spin_multiplicity": 5, "energy_ev": -85728.293, "total_charge": 4}



{"formula": "C29H47GeIrN2SSi4", "method": "the ωB97M-V functional and the def2-TZVPD basis", "species": ["Ir", "C", "Si", "C", "C", "Ge", "Si", "C", "C", "C", "Si", "C", "C", "C", "H", "H", "H", "H", "H", "H", "H", "H", "H", "H", "H", "H", "H", "H", "H", "H", "H", "H", "H", "H", "H", "H", "H", "H", "H", "H", "H", "C", "Si", "C", "C", "C", "C", "C", "C", "C", "H", "H", "H", "H", "H", "H", "H", "H", "H", "H", "H", "N", "C", "C", "C", "C", "C", "N", "C", "H", "H", "H", "H", "S", "C", "C", "C", "C", "C", "C", "H", "H", "H", "H", "H"], "coordinates": [[0.206, -0.732, -0.448], [-3.856, -0.504, 0.934], [-2.923, 1.048, 1.415], [-2.368, 0.990, 3.197], [-4.020, 2.555, 1.166], [-1.071, 1.346, -0.077], [-1.796, 2.288, -2.164], [-2.339, 4.037, -1.751], [-0.403, 2.399, -3.415], [-3.241, 1.316, -2.845], [0.501, 2.852, 0.987], [-0.532, 4.027, 2.022], [1.710, 1.911, 2.086], [1.446, 3.942, -0.219], [-4.556, -0.793, 1.721], [-3.174, -1.339, 0.768], [-4.424, -0.352, 0.017], [-3.214, 0.736, 3.837], [-1.990, 1.959, 3.523], [-1.586, 0.254, 3.367], [-4.638, 2.683, 2.058], [-4.687, 2.430, 0.313], [-3.460, 3.479, 1.027], [-1.584, 4.596, -1.197], [-3.266, 4.055, -1.177], [-2.519, 4.574, -2.686], [0.404, 3.041, -3.055], [-0.777, 2.830, -4.345], [0.002, 1.415, -3.648], [-4.113, 1.405, -2.196], [-3.007, 0.257, -2.955], [-3.518, 1.699, -3.829], [-1.138, 3.522, 2.773], [-1.192, 4.638, 1.407], [0.148, 4.704, 2.545], [1.891, 2.469, 3.006], [2.674, 1.777, 1.592], [1.336, 0.926, 2.376], [0.766, 4.513, -0.853], [2.137, 3.407, -0.865], [2.036, 4.662, 0.355], [-1.762, -3.627, 0.070], [-0.323, -2.698, 0.805], [1.259, -3.702, 0.655], [-0.583, -2.291, 2.600], [0.451, -1.746, 3.370], [0.291, -1.526, 4.729], [-0.908, -1.858, 5.344], [-1.946, -2.398, 4.599], [-1.787, -2.603, 3.236], [-1.996, -4.488, 0.700], [-1.509, -3.989, -0.926], [-2.661, -3.021, -0.026], [0.985, -4.730, 0.912], [2.007, -3.393, 1.384], [1.707, -3.722, -0.337], [1.404, -1.502, 2.911], [1.101, -1.106, 5.310], [-1.031, -1.698, 6.406], [-2.879, -2.659, 5.079], [-2.608, -3.023, 2.668], [6.427, -2.295, 0.577], [5.629, -1.626, 0.095], [4.622, -0.789, -0.492], [4.940, 0.201, -1.417], [3.914, 0.964, -1.943], [2.617, 0.711, -1.541], [2.313, -0.239, -0.646], [3.295, -0.975, -0.127], [5.968, 0.359, -1.712], [4.108, 1.745, -2.664], [1.780, 1.264, -1.947], [3.020, -1.738, 0.584], [-0.618, -1.259, -2.400], [0.793, -2.109, -3.086], [1.710, -1.413, -3.871], [2.828, -2.063, -4.370], [3.030, -3.410, -4.100], [2.100, -4.114, -3.348], [0.980, -3.467, -2.847], [1.544, -0.367, -4.093], [3.535, -1.521, -4.983], [3.899, -3.917, -4.497], [2.244, -5.168, -3.155], [0.246, -4.015, -2.273]], "homo_lumo_gap_ha": [0.244, 0.246], "s2": 0.758, "spin_multiplicity": 2, "energy_ev": -135514.230, "relative_energy_ev": 1.025, "total_charge": 1}



{"formula": "C29H48AuCl2NOP", "method": "the ωB97M-V functional and the def2-TZVPD basis", "species": ["P", "C", "C", "C", "C", "C", "C", "C", "C", "C", "C", "C", "C", "C", "C", "C", "C", "C", "C", "H", "H", "H", "H", "H", "H", "H", "H", "H", "H", "H", "H", "H", "H", "H", "H", "H", "H", "H", "H", "H", "H", "H", "H", "H", "H", "H", "H", "H", "H", "H", "H", "H", "Au", "Cl", "Cl", "C", "H", "C", "C", "C", "C", "C", "C", "H", "H", "H", "H", "H", "C", "N", "C", "C", "C", "O", "H", "H", "H", "H", "H", "H", "H", "H", "H"], "coordinates": [[-0.170, -1.101, -0.855], [-1.860, -1.841, -0.449], [-2.277, -3.163, -1.113], [-3.738, -3.493, -0.800], [-4.073, -3.435, 0.697], [-3.514, -2.200, 1.413], [-2.046, -1.936, 1.068], [1.079, -2.287, -0.106], [0.741, -3.769, -0.261], [1.925, -4.630, 0.172], [2.421, -4.282, 1.581], [2.583, -2.775, 1.833], [1.376, -1.960, 1.359], [-0.037, -1.550, -2.671], [-1.145, -0.879, -3.495], [-1.082, -1.264, -4.984], [0.307, -1.086, -5.607], [1.438, -1.667, -4.751], [1.359, -1.300, -3.257], [-2.504, -1.031, -0.832], [-1.658, -3.985, -0.732], [-2.131, -3.139, -2.203], [-3.955, -4.498, -1.179], [-4.388, -2.798, -1.349], [-5.161, -3.458, 0.820], [-3.679, -4.337, 1.188], [-4.098, -1.310, 1.138], [-3.603, -2.323, 2.499], [-1.735, -0.998, 1.544], [-1.422, -2.752, 1.463], [1.974, -2.045, -0.702], [2.739, -4.499, -0.552], [0.460, -4.019, -1.296], [-0.115, -4.006, 0.388], [1.622, -5.682, 0.137], [3.381, -4.781, 1.749], [1.718, -4.693, 2.318], [2.735, -2.592, 2.902], [3.478, -2.414, 1.308], [1.559, -0.879, 1.459], [0.500, -2.203, 1.980], [-0.204, -2.642, -2.701], [-2.137, -1.151, -3.104], [-1.052, 0.212, -3.391], [-1.399, -2.310, -5.108], [-1.809, -0.656, -5.534], [0.492, -0.017, -5.772], [0.328, -1.558, -6.596], [2.404, -1.331, -5.142], [1.427, -2.762, -4.848], [2.110, -1.895, -2.717], [1.633, -0.248, -3.096], [0.217, 0.986, 0.380], [2.414, 0.912, -0.527], [-2.127, 1.414, 0.520], [0.706, 2.120, 2.018], [1.351, 2.968, 1.691], [0.549, 1.967, 3.419], [1.333, 2.762, 4.357], [1.495, 2.337, 5.665], [0.877, 1.153, 6.116], [-0.057, 0.511, 5.285], [-0.294, 0.941, 3.983], [1.823, 3.686, 4.032], [2.116, 2.917, 6.352], [-0.626, -0.328, 5.683], [-1.100, 0.527, 3.379], [1.078, 0.758, 7.113], [0.313, 8.208, -0.305], [1.008, 6.941, -0.455], [2.281, 6.918, -1.120], [0.554, 5.752, 0.041], [-0.794, 5.741, 0.706], [1.244, 4.732, -0.088], [0.934, 9.015, -0.706], [0.113, 8.428, 0.756], [-0.647, 8.206, -0.846], [3.058, 6.492, -0.477], [2.241, 6.310, -2.032], [2.558, 7.932, -1.387], [-1.459, 5.081, 0.141], [-0.682, 5.306, 1.701], [-1.271, 6.722, 0.794]], "homo_lumo_gap_ha": [0.199, 0.272], "s2": 2.050, "spin_multiplicity": 3, "energy_ev": -72418.107, "relative_energy_ev": 0.000, "total_charge": -1}



{"formula": "C29H48BCl16N2O3Si", "method": "the ωB97M-V functional and the def2-TZVPD basis", "species": ["C", "C", "O", "O", "C", "C", "C", "Cl", "N", "C", "C", "C", "C", "C", "C", "C", "C", "C", "C", "Si", "C", "C", "C", "C", "C", "C", "C", "C", "C", "B", "N", "O", "H", "H", "H", "H", "H", "H", "H", "H", "H", "H", "H", "H", "H", "H", "H", "H", "H", "H", "H", "H", "H", "H", "H", "H", "H", "H", "H", "H", "H", "H", "H", "H", "H", "H", "H", "H", "H", "H", "H", "H", "H", "H", "H", "C", "Cl", "Cl", "Cl", "H", "C", "Cl", "Cl", "Cl", "H", "C", "Cl", "Cl", "Cl", "H", "C", "Cl", "Cl", "Cl", "H", "C", "Cl", "Cl", "Cl", "H"], "coordinates": [[-5.396, 1.450, -6.181], [-5.056, 2.424, -5.055], [-5.938, 3.073, -4.544], [-3.774, 2.576, -4.560], [-2.747, 2.154, -5.451], [-1.404, 2.270, -4.652], [-0.432, 1.117, -4.948], [-0.102, 1.321, -6.731], [-0.960, -0.262, -4.653], [0.114, -0.990, -3.856], [0.711, 0.201, -3.082], [1.813, -0.044, -2.015], [2.263, -1.510, -1.859], [1.184, -2.465, -1.269], [1.577, -3.139, 0.050], [1.790, -2.149, 1.237], [0.970, -2.650, 2.448], [1.278, -1.809, 3.724], [1.165, -2.630, 5.046], [-0.307, -2.186, 6.151], [-0.027, -3.121, 7.792], [-1.952, -2.838, 5.438], [-0.398, -0.321, 6.510], [-0.675, 0.626, 5.518], [-0.721, 1.997, 5.752], [-0.496, 2.476, 7.033], [-0.250, 1.553, 8.040], [-0.184, 0.178, 7.805], [0.980, 1.172, -4.267], [1.618, 2.623, -3.997], [1.307, 3.414, -2.814], [2.542, 3.074, -4.944], [-5.205, 0.405, -5.890], [-4.825, 1.649, -7.101], [-6.460, 1.537, -6.417], [-2.701, 2.821, -6.320], [-2.848, 1.094, -5.739], [-1.602, 2.331, -3.570], [-0.963, 3.226, -4.959], [-1.370, -0.790, -5.423], [-1.679, -0.071, -3.944], [0.768, -1.504, -4.572], [-0.414, -1.744, -3.262], [-0.103, 0.671, -2.492], [2.701, 0.529, -2.336], [1.528, 0.402, -1.053], [3.107, -1.499, -1.148], [2.704, -1.868, -2.804], [1.037, -3.273, -2.012], [0.217, -1.935, -1.223], [2.416, -3.829, -0.098], [0.719, -3.774, 0.337], [1.527, -1.123, 0.942], [2.851, -2.191, 1.524], [1.214, -3.705, 2.627], [-0.085, -2.515, 2.164], [2.311, -1.444, 3.610], [0.632, -0.920, 3.684], [2.096, -2.501, 5.618], [1.053, -3.692, 4.771], [-0.988, -3.454, 8.205], [0.655, -3.970, 7.632], [0.459, -2.478, 8.540], [-2.170, -3.809, 5.905], [-1.818, -2.953, 4.351], [-2.764, -2.134, 5.662], [-0.879, 0.318, 4.488], [-0.919, 2.664, 4.913], [-0.504, 3.538, 7.274], [-0.100, 1.930, 9.053], [0.008, -0.464, 8.661], [1.609, 0.718, -5.051], [2.166, 3.899, -2.559], [0.564, 4.086, -2.982], [2.060, 3.409, -5.713], [4.017, 0.524, 8.172], [4.897, 1.950, 7.609], [4.556, 0.058, 9.789], [2.264, 0.816, 8.149], [4.233, -0.294, 7.496], [5.522, -4.160, 1.681], [6.219, -3.094, 2.899], [4.073, -4.955, 2.304], [5.151, -3.259, 0.205], [6.250, -4.924, 1.438], [2.028, 1.907, -9.775], [1.481, 2.332, -11.395], [2.776, 0.305, -9.770], [3.150, 3.120, -9.154], [1.164, 1.882, -9.122], [-5.381, 6.685, -3.391], [-4.814, 6.690, -1.720], [-6.090, 8.242, -3.815], [-4.060, 6.282, -4.495], [-6.145, 5.923, -3.489], [-3.263, -2.229, 1.131], [-3.325, -1.831, -0.596], [-2.766, -3.903, 1.363], [-2.176, -1.132, 1.981], [-4.258, -2.108, 1.541]], "homo_lumo_gap_ha": 0.265, "energy_ev": -248882.317, "total_charge": 1}